C8H5F6N2O6RbS2 | the ωB97M-V functional and the def2-TZVPD basis

XYZ file:
```
30
Properties=species:S:1:pos:R:3:forces:R:3:lowdin_charge:R:1
Rb -1.510 2.487 0.922 -0.0245 -0.0071 0.0123 1.02
C -1.382 -0.021 3.630 -1.3107 -1.6802 0.1252 -0.66
F -2.643 0.420 3.478 0.5080 0.2696 -0.2302 0.11
F -0.582 1.024 3.775 0.2054 0.2187 -0.0666 0.13
F -1.384 -0.782 4.727 0.4774 0.4900 -0.0264 0.14
S -0.857 -1.159 2.205 1.4030 1.2667 -1.3052 0.66
O 0.571 -0.922 2.110 -0.9608 0.1073 0.2124 -0.30
O -1.301 -2.491 2.478 -0.2505 0.9040 0.0839 -0.25
N -1.569 -0.357 0.886 2.7689 -0.6746 2.0516 -0.42
S -2.745 -1.233 0.393 -2.9631 -0.4906 -0.2148 0.52
O -2.443 -2.532 -0.105 0.3262 -0.1145 -0.5355 -0.26
O -3.822 -1.129 1.350 -0.3243 0.0691 -0.7208 -0.29
C -3.274 -0.265 -1.166 0.6055 -0.6648 0.4581 -0.65
F -2.944 1.047 -1.165 -0.3448 0.1903 0.4612 0.04
F -2.694 -0.764 -2.249 -0.0326 -0.2459 -0.0559 0.15
F -4.583 -0.405 -1.256 -0.1871 0.3229 -0.2284 0.15
C 3.531 -0.895 -0.944 0.0892 -0.5835 -0.1955 -0.06
C 2.203 -0.995 -0.553 -0.2277 1.3121 -0.5634 -0.03
C 1.360 0.064 -0.930 -0.0445 -0.4069 0.9767 0.01
C 1.867 1.185 -1.555 0.1797 -0.0239 -0.6561 -0.14
C 3.193 1.281 -1.956 0.2155 -0.3538 0.2612 0.00
C 4.010 0.222 -1.616 0.0999 -0.1515 -0.3608 -0.07
N 0.949 2.236 -2.013 -0.0281 -0.6755 -0.1810 -0.35
O 1.292 2.940 -2.921 0.3585 0.5274 -0.3081 0.12
O -0.158 2.295 -1.503 -0.4523 0.1284 0.5651 -0.09
H 4.235 -1.717 -0.882 -0.1963 -0.0844 0.5527 0.11
H 1.733 -1.769 0.031 0.3960 -0.3796 -0.1399 0.11
H 0.319 -0.033 -0.653 -0.0395 0.2882 -0.1380 0.09
H 3.592 2.089 -2.548 -0.2663 0.1979 0.0908 0.12
H 5.032 0.181 -1.970 0.0201 0.2444 0.0756 0.11
```
Positions in Å, forces in eV/Å.

F_max = 3.5 eV/A
E = -62269.6196 eV
molar mass = 488.73 g/mol